{"formula": "C25H16ClN2O4PRhS2", "method": "ωB97M-V with the def2-TZVPD basis set", "symbols": ["Rh", "Cl", "C", "C", "C", "C", "O", "C", "C", "O", "C", "H", "H", "H", "H", "O", "C", "O", "C", "P", "C", "C", "C", "C", "C", "C", "C", "C", "C", "C", "C", "C", "H", "H", "H", "H", "H", "H", "H", "H", "H", "H", "H", "H", "S", "C", "S", "C", "C", "N", "C", "N"], "coordinates": [[-0.68669, 0.15562, 0.06041], [-1.44454, 1.10737, -7.15377], [-1.24540, 1.23821, -5.42294], [-0.59513, 2.35921, -4.88464], [-0.42849, 2.47821, -3.53369], [-0.87918, 1.47696, -2.62323], [-0.66815, 1.65402, -1.37287], [-1.56428, 0.36270, -3.19388], [-2.21558, -0.67035, -2.42341], [-2.22081, -0.84618, -1.21045], [-1.72861, 0.27123, -4.59137], [-0.22569, 3.12887, -5.55057], [0.07489, 3.33661, -3.10922], [-2.79307, -1.38470, -3.03420], [-2.25471, -0.58218, -5.00278], [-2.12836, 3.34950, 2.23896], [-1.47026, 2.43309, 1.77509], [-1.93802, 1.40414, 1.16256], [0.05507, 2.46528, 2.03664], [0.94844, 1.23059, 1.04237], [1.97301, 2.09467, -0.19290], [2.88371, 1.39070, -0.98180], [3.61218, 2.03847, -1.96760], [3.43868, 3.39676, -2.18755], [2.52444, 4.10181, -1.42095], [1.79288, 3.45569, -0.43534], [2.09156, 0.41437, 2.19051], [1.56500, -0.13403, 3.36192], [2.38628, -0.79944, 4.25579], [3.74596, -0.91283, 3.99970], [4.28157, -0.34138, 2.85669], [3.45933, 0.32030, 1.95534], [0.20890, 2.23741, 3.09219], [0.41880, 3.47707, 1.88799], [3.01341, 0.32626, -0.84015], [4.31170, 1.47215, -2.56878], [4.00624, 3.90054, -2.95988], [2.36517, 5.15848, -1.59614], [1.05621, 4.02119, 0.11393], [0.50718, -0.06047, 3.56777], [1.95677, -1.24899, 5.14108], [4.38412, -1.45132, 4.68848], [5.34149, -0.41998, 2.65211], [3.89550, 0.75434, 1.06529], [-0.72335, -1.60869, 1.54440], [0.58684, -2.30694, 0.67589], [0.84143, -1.41946, -0.78708], [1.35713, -3.36699, 1.09905], [2.45063, -3.83295, 0.31566], [3.33860, -4.21041, -0.31538], [1.12269, -3.97689, 2.36399], [0.92926, -4.45853, 3.39352]], "mulliken_charge": [0.613, -0.263, 0.087, -0.584, -0.474, 0.221, -0.548, 1.023, -0.112, -0.571, -0.980, 0.401, 0.400, 0.280, 0.335, -0.735, 0.637, -0.678, -1.360, 2.049, 0.958, -0.730, -0.906, -0.510, -0.828, -0.602, 0.616, -0.675, -0.834, -0.437, -0.854, -0.177, 0.567, 0.457, 0.544, 0.422, 0.391, 0.398, 0.299, 0.400, 0.399, 0.371, 0.397, 0.449, -0.421, 0.985, -0.578, 0.512, -0.032, -0.578, -0.144, -0.596], "max_force_ev_per_a": 0.56, "multiplicity": 1, "lumo_energy_ev": 2.05, "molar_mass_g_mol": 641.88, "e_above_lowest_kcal_mol": 1.7, "orbital_gap_ev": 7.46, "total_charge": -1}

***

{"formula": "C25H16MnN10", "method": "ωB97M-V with the def2-TZVPD basis set", "symbols": ["Mn", "C", "C", "C", "C", "N", "C", "N", "C", "N", "C", "N", "C", "C", "C", "C", "C", "N", "C", "C", "C", "C", "C", "C", "H", "H", "H", "H", "H", "H", "H", "H", "H", "H", "H", "H", "N", "C", "C", "C", "N", "H", "H", "H", "H", "N", "C", "C", "C", "N", "C", "N"], "coordinates": [[-0.38895, -0.28278, 0.12941], [-4.55707, 0.52660, 1.10948], [-4.84555, 1.49868, 0.14705], [-3.81710, 2.18882, -0.44245], [-2.49002, 1.90202, -0.08764], [-2.21550, 0.84242, 0.69742], [-3.23758, 0.22995, 1.32949], [-1.53444, 2.83171, -0.48598], [-0.26620, 2.68243, -0.30925], [0.42008, 1.54453, -0.07484], [1.76116, 1.81333, 0.05214], [2.72556, 0.99950, 0.22972], [2.60885, -0.35229, 0.59661], [3.75886, -1.12204, 0.42516], [3.79208, -2.42511, 0.86856], [2.69095, -2.93708, 1.54657], [1.59042, -2.12462, 1.66595], [1.50893, -0.88488, 1.15826], [1.95313, 3.29404, -0.12274], [3.07518, 4.08536, -0.04040], [2.89982, 5.45857, -0.21597], [1.63854, 5.99564, -0.45728], [0.51032, 5.17827, -0.52912], [0.70311, 3.82741, -0.36020], [-5.33463, 0.01186, 1.65415], [-5.87192, 1.72340, -0.11428], [-3.98567, 2.98359, -1.15489], [-2.95763, -0.55070, 2.02641], [4.60204, -0.65975, -0.06744], [4.66897, -3.03627, 0.70062], [2.67743, -3.93981, 1.94682], [0.71246, -2.46965, 2.20010], [4.04677, 3.64872, 0.15027], [3.75464, 6.11997, -0.16109], [1.53430, 7.06477, -0.58863], [-0.47791, 5.58203, -0.70657], [-1.80563, -3.24177, 0.97753], [-2.80995, -4.01429, 0.54055], [-3.32383, -3.40884, -0.58302], [-2.52968, -2.27016, -0.75983], [-1.60092, -2.17396, 0.18813], [-1.14641, -3.46240, 1.70510], [-3.06760, -4.93122, 1.04159], [-4.14037, -3.74582, -1.19546], [-2.58210, -1.52376, -1.53793], [0.32963, -1.03484, -1.74549], [0.92419, -2.02098, -1.90399], [1.60051, -3.23628, -1.97695], [2.83085, -3.35650, -2.67414], [3.83668, -3.46287, -3.22842], [1.11985, -4.27657, -1.13856], [0.71136, -5.08841, -0.42452]], "mulliken_charge": [0.524, -0.769, -0.247, -0.592, 0.397, -0.306, -0.399, -0.626, 0.271, 0.033, -0.063, -0.587, 0.554, -0.429, -0.353, -0.829, -0.338, -0.392, 0.271, -0.179, -0.602, -0.576, -0.172, 0.061, 0.412, 0.421, 0.459, 0.470, 0.465, 0.435, 0.361, 0.658, 0.518, 0.400, 0.395, 0.512, -0.282, -0.218, -0.987, -0.383, 0.799, 0.102, 0.453, 0.439, 0.502, -0.602, 0.815, -0.004, 0.124, -0.557, 0.234, -0.591], "max_force_ev_per_a": 0.94, "multiplicity": 6, "lumo_energy_ev": [-0.71, -0.72], "molar_mass_g_mol": 511.41, "e_above_lowest_kcal_mol": 12.7, "orbital_gap_ev": [7.12, 7.25]}

***

{"formula": "C25H17AsNO4Rh", "method": "ωB97M-V with the def2-TZVPD basis set", "symbols": ["Rh", "O", "C", "O", "C", "C", "C", "C", "C", "N", "C", "O", "O", "H", "H", "H", "H", "C", "C", "C", "C", "C", "C", "As", "C", "C", "C", "C", "C", "C", "C", "C", "C", "C", "C", "C", "H", "H", "H", "H", "H", "H", "H", "H", "H", "H", "H", "H", "H"], "coordinates": [[0.18481, -0.76244, 0.62055], [-0.88025, 3.03491, 2.18569], [-0.69126, 1.89064, 1.59519], [0.29161, 1.17347, 1.76322], [-1.75380, 1.46066, 0.65024], [-2.87337, 2.16027, 0.26408], [-3.73435, 1.55685, -0.65814], [-3.44754, 0.29556, -1.15194], [-2.28845, -0.33566, -0.72153], [-1.48292, 0.24884, 0.15320], [-1.74458, -1.66141, -1.16513], [-2.37577, -2.51143, -1.71272], [-0.42691, -1.76357, -0.89180], [-0.13128, 3.25257, 2.76888], [-3.07022, 3.14361, 0.66757], [-4.62166, 2.08187, -0.98542], [-4.08655, -0.20987, -1.86387], [1.30528, -3.87305, 6.51037], [0.00112, -3.40409, 6.40518], [-0.46288, -2.92101, 5.19423], [0.39392, -2.95991, 4.09472], [1.71567, -3.39507, 4.18416], [2.15311, -3.87239, 5.40953], [-0.27178, -2.45363, 2.38239], [-1.35053, -3.81297, 1.57059], [-2.66160, -4.14446, 1.86193], [-3.25468, -5.16674, 1.12935], [-2.53755, -5.81657, 0.13736], [-1.22393, -5.45768, -0.15461], [-0.61555, -4.43211, 0.54389], [0.71465, -3.84205, 0.24388], [1.50403, -4.06162, -0.85147], [2.61054, -3.22350, -1.10521], [2.95295, -2.19988, -0.25651], [2.19698, -1.98922, 0.92061], [1.09486, -2.82508, 1.14136], [1.66799, -4.23583, 7.46305], [-0.65103, -3.40682, 7.26774], [-1.47282, -2.54194, 5.11352], [2.37540, -3.40140, 3.33044], [3.16473, -4.24415, 5.50156], [-3.21899, -3.63659, 2.63783], [-4.27786, -5.44936, 1.33500], [-3.00711, -6.60791, -0.43117], [-0.68221, -5.98970, -0.92627], [1.25297, -4.83647, -1.56481], [3.20052, -3.39277, -1.99628], [3.82204, -1.58752, -0.45454], [2.57931, -1.34300, 1.70299]], "mulliken_charge": [0.104, -0.386, 0.541, -0.547, 0.340, -0.429, -0.367, -0.655, 0.599, -0.125, 0.093, -0.494, -0.607, 0.418, 0.558, 0.483, 0.542, -0.501, -0.692, -0.563, 0.583, -0.013, -0.774, 1.285, 0.323, -0.635, -0.674, -0.828, -0.624, 0.386, 0.962, -0.494, -0.802, -0.964, 0.970, -0.948, 0.418, 0.413, 0.386, 0.418, 0.415, 0.461, 0.453, 0.444, 0.428, 0.448, 0.466, 0.522, 0.662], "max_force_ev_per_a": 1.41, "multiplicity": 1, "lumo_energy_ev": [-9.01, -9.01], "molar_mass_g_mol": 573.24, "orbital_gap_ev": [5.47, 5.46], "total_charge": 2}

***

{"formula": "C25H17Cl2F9N4O3STa", "method": "ωB97M-V with the def2-TZVPD basis set", "symbols": ["Ta", "N", "C", "S", "N", "N", "C", "C", "C", "C", "C", "C", "C", "C", "C", "C", "C", "C", "N", "H", "H", "H", "H", "H", "H", "H", "H", "H", "H", "H", "Cl", "C", "C", "C", "C", "C", "C", "C", "O", "O", "H", "H", "H", "H", "Cl", "C", "H", "H", "F", "C", "F", "F", "C", "O", "C", "F", "F", "F", "C", "F", "F", "F"], "coordinates": [[0.35372, 1.69020, -0.12520], [-2.35419, 0.40816, 3.29877], [-1.50241, 0.53496, 2.27875], [-1.06691, 2.17138, 1.81999], [-1.07194, -0.55245, 1.70182], [-0.19912, -0.32388, 0.68350], [0.28729, -1.36456, 0.09414], [-0.07303, -2.74662, 0.49226], [0.70982, -3.42725, 1.41762], [0.37766, -4.72659, 1.77112], [-0.72696, -5.34273, 1.19980], [-1.50467, -4.66048, 0.27398], [-1.17947, -3.36049, -0.08258], [1.23404, -1.13844, -1.00953], [1.87585, -2.19391, -1.63054], [2.78481, -1.92956, -2.64454], [3.02106, -0.61737, -3.00987], [2.33800, 0.38839, -2.35197], [1.46095, 0.14293, -1.37537], [-2.70489, 1.21504, 3.78212], [-2.60407, -0.51297, 3.61855], [1.56740, -2.93903, 1.86496], [0.98201, -5.25722, 2.49472], [-0.98255, -6.35703, 1.47568], [-2.36576, -5.14048, -0.17176], [-1.78517, -2.82253, -0.80277], [1.66370, -3.20433, -1.31247], [3.30106, -2.74130, -3.13886], [3.72077, -0.36168, -3.79215], [2.50178, 1.42240, -2.61610], [-7.43690, -0.60679, -1.47350], [-5.88312, 0.12527, -1.65004], [-5.74369, 1.24063, -2.46483], [-4.49747, 1.82307, -2.60191], [-3.39949, 1.29566, -1.92808], [-3.55517, 0.17775, -1.11310], [-4.79807, -0.41307, -0.97318], [-2.08727, 1.95651, -2.10410], [-1.86722, 2.89783, -2.81070], [-1.09282, 1.41366, -1.34201], [-6.60445, 1.64100, -2.98152], [-4.35973, 2.69012, -3.23362], [-2.70608, -0.23326, -0.58263], [-4.93371, -1.28340, -0.34608], [1.19164, 3.50244, -1.64833], [0.10504, 3.84930, -0.24791], [-0.81751, 4.26474, -0.63918], [0.63207, 4.50490, 0.43689], [4.13078, -0.12012, 0.40142], [3.69957, 0.31054, 1.59540], [2.68646, -0.48879, 1.95419], [4.67783, 0.17771, 2.47499], [3.19913, 1.78441, 1.48738], [1.99354, 1.78679, 0.83690], [2.98151, 2.39757, 2.90429], [2.35624, 1.51668, 3.68801], [2.21366, 3.48169, 2.81060], [4.13583, 2.73363, 3.46738], [4.21290, 2.63781, 0.66685], [5.45954, 2.43505, 1.06887], [3.92120, 3.93224, 0.77590], [4.12701, 2.31589, -0.63242]], "mulliken_charge": [0.973, -0.417, 0.753, -0.613, -1.636, 1.672, 0.707, -1.683, 0.135, -0.853, -0.456, -0.856, 0.015, 1.396, -0.915, -0.829, -0.932, -0.175, 0.276, 0.214, 0.234, 0.538, 0.446, 0.422, 0.438, 0.523, 0.546, 0.487, 0.480, 0.333, -0.189, 0.331, -0.630, -0.678, 0.136, 0.372, -0.931, 0.206, -0.588, 0.012, 0.445, 0.502, 0.340, 0.486, -0.128, -0.806, 0.522, 0.551, -0.254, 0.596, -0.210, -0.260, 0.531, -0.290, 0.478, -0.236, -0.223, -0.237, 0.564, -0.242, -0.241, -0.150], "max_force_ev_per_a": 0.53, "multiplicity": 1, "lumo_energy_ev": -4.22, "molar_mass_g_mol": 876.34, "e_above_lowest_kcal_mol": 0.0, "orbital_gap_ev": 7.46, "total_charge": 1}